15
Properties=species:S:1:pos:R:3 method="wB97M-V/def2-TZVPD" charge=+1 lumo_energy_ha="-0.2830 / -0.2846" homo_energy_ev="-14.5 / -14.5"
C -1.43818 -1.05885 -0.09561
C -1.86967 0.10410 -0.39620
C -1.08220 1.40214 0.02078
C 1.12343 -0.94735 -0.18157
C 1.33114 0.56371 -0.28884
C -0.12774 -0.70673 0.61649
N 0.18524 0.86082 0.56641
H -1.72122 -2.04862 -0.10609
H -0.84332 2.19136 -0.76025
H -1.77582 1.99910 0.77596
H 1.08616 -1.62812 -1.11292
H 1.91545 -1.50271 0.44007
H 2.24207 0.97234 0.25961
H 1.25746 1.03692 -1.33369
H -0.28279 -1.23810 1.59585

---

19
Properties=species:S:1:pos:R:3 method="wB97M-V/def2-TZVPD" s_squared=6.040 charge=+1 lumo_energy_ha="-0.2462 / -0.2194" homo_energy_ev="-13.5 / -13.5" spin_multiplicity=5
Cr 0.98838 -0.48397 -2.99222
Cl 0.80344 1.81600 -2.41715
C 2.43571 0.26803 0.61528
O 1.32004 -0.49588 1.08640
C 0.49908 -1.02961 0.21575
O 0.65365 -0.97317 -1.01362
O -0.47182 -1.62076 0.83586
C -1.47534 -2.37152 0.12878
H 3.22040 -0.42715 0.29643
H 2.85834 0.76195 1.48477
H 2.21626 0.96013 -0.19062
H -1.41089 -2.29586 -0.95192
H -2.45553 -2.04090 0.45200
H -1.32250 -3.40942 0.41727
C -1.53346 2.22484 0.31120
Cl -2.83698 1.08467 0.64828
Cl -0.26770 2.19999 1.55725
Cl -2.20978 3.85280 0.12138
H -1.01129 1.97983 -0.60514

---

58
Properties=species:S:1:pos:R:3 method="wB97M-V/def2-TZVPD" charge=-1 lumo_energy_ha="0.0823 / 0.0822" homo_energy_ev="-1.3 / -1.3"
Ir 1.12763 -0.28031 -0.02180
C -3.25562 0.37079 2.64389
C -1.88874 -0.19134 2.28468
O -1.02356 0.58800 1.91065
C -1.66202 -1.64710 2.39160
C -2.66688 -2.42357 3.00666
C -2.58332 -3.78342 3.15800
C -1.43707 -4.42998 2.66426
C -0.43796 -3.72052 2.06382
C -0.48116 -2.29500 1.89564
O 0.55426 -1.76974 1.35229
H -3.25690 1.42702 2.38419
H -3.44083 0.26959 3.71508
H -4.05871 -0.14292 2.11587
H -3.54171 -1.91939 3.39565
H -3.37506 -4.33947 3.64174
H -1.34746 -5.50747 2.75300
H 0.44470 -4.21023 1.67283
N -0.73121 1.72213 -1.00592
C 0.12049 2.48045 -1.80760
C -0.38674 3.41566 -2.68948
C 0.44539 4.20585 -3.49107
C 1.80142 4.09732 -3.37983
C 2.37315 3.13761 -2.51327
C 3.77670 3.02298 -2.39081
C 4.29474 2.03437 -1.59899
C 3.43200 1.14029 -0.97156
N 2.09976 1.22056 -1.03226
C 1.53816 2.26274 -1.76336
H -1.67591 1.65514 -1.35339
H -0.71122 1.89996 -0.01090
H -1.46145 3.54197 -2.73565
H 0.00902 4.92868 -4.16958
H 2.46160 4.72933 -3.96139
H 4.41559 3.70807 -2.93439
H 5.36221 1.90205 -1.48113
H 3.80673 0.29426 -0.41322
C 0.46052 -1.10579 -1.49499
C -0.72544 -1.49022 -2.13558
C -0.96501 -1.19501 -3.50790
C -2.12027 -1.60859 -4.13835
C -3.08828 -2.35674 -3.46622
C -2.87451 -2.65109 -2.11728
C -1.74402 -2.22060 -1.45553
H -0.21904 -0.62772 -4.05133
H -2.26942 -1.35320 -5.18292
H -3.97804 -2.70209 -3.97687
H -3.61908 -3.21719 -1.56611
H -1.61225 -2.44264 -0.40622
C 1.54045 -0.23913 3.92312
Te 1.75870 1.12095 2.31799
C 3.81905 1.47186 2.79225
H 2.36212 -0.95030 3.88958
H 0.60039 -0.76683 3.79274
H 1.54094 0.30887 4.86263
H 3.87744 2.00345 3.74070
H 4.24491 2.09234 2.00509
H 4.37083 0.53531 2.85094

---

65
Properties=species:S:1:pos:R:3 method="wB97M-V/def2-TZVPD" s_squared=0.754 charge=+3 lumo_energy_ha="-0.3409 / -0.3492" homo_energy_ev="-16.2 / -16.3" spin_multiplicity=2
Ti -0.32774 0.79603 -0.85221
C 2.36315 0.96192 -3.36217
C 0.92861 0.89192 -2.95014
C 0.11364 2.02996 -2.92263
C -1.29032 1.92742 -2.74956
C -2.15534 3.14094 -2.90061
C -1.86698 0.64661 -2.64035
C -1.07324 -0.51650 -2.61186
C -1.71159 -1.87351 -2.59033
C 0.33153 -0.37005 -2.68178
H 2.91771 1.72176 -2.81246
H 2.40860 1.23102 -4.42025
H 2.86018 0.00239 -3.24092
H 0.53068 2.99908 -3.17196
H -2.31649 3.32082 -3.96689
H -1.67691 4.03337 -2.49836
H -3.13516 3.01627 -2.44272
H -2.94566 0.54489 -2.68024
H -2.40666 -1.96241 -3.42632
H -2.27578 -2.03823 -1.67082
H -0.96683 -2.65873 -2.69761
H 0.95068 -1.25346 -2.75414
F 1.39304 5.31548 3.60981
C 1.47418 4.23195 2.87631
C 0.63744 4.06959 1.78031
F -0.29371 4.96250 1.46983
C 0.75863 2.91563 1.03713
F -0.07768 2.73350 -0.07322
C 1.63462 1.88706 1.31762
S 1.66783 0.45079 0.31197
C 2.44571 2.06436 2.43545
F 3.27240 1.08830 2.78471
C 2.37468 3.21850 3.20518
F 3.13608 3.34348 4.26682
C -4.09800 -0.21606 1.06959
P -2.62963 0.75628 1.40414
C -2.08836 0.49065 3.09447
C -2.97686 2.49906 1.10660
O -1.47944 0.29921 0.44229
H -4.88654 0.10551 1.75344
H -3.89817 -1.27352 1.24163
H -4.44000 -0.06569 0.04569
H -2.74979 1.01999 3.78245
H -1.06589 0.84874 3.21723
H -2.13897 -0.57455 3.32150
H -4.01108 2.71568 1.38051
H -2.83704 2.74196 0.05324
H -2.33515 3.13617 1.71622
N 2.78928 -4.61128 1.50262
C 3.12252 -4.25554 0.08591
C 2.51497 -2.88828 -0.23463
N 1.06342 -2.84277 -0.03760
C 0.74191 -3.23445 1.33280
C 1.30613 -4.60802 1.71617
H 3.21923 -3.92763 2.13094
H 3.18039 -5.52560 1.74129
H 2.70133 -5.02492 -0.56095
H 4.20351 -4.24259 -0.04441
H 2.75567 -2.63039 -1.26548
H 2.96155 -2.12283 0.40578
H 0.61412 -3.48209 -0.68725
H -0.33882 -3.25495 1.46656
H 1.15104 -2.46719 1.99849
H 0.88072 -5.38983 1.08706
H 1.08864 -4.84771 2.75609